Entry 1:
Below is the ion C2H5N2S3 with charge +1 at a distorted geometry, with properties calculated with ωB97M-V/def2-TZVPD.

```
12
Properties=species:S:1:pos:R:3:forces:R:3:mulliken_charge:R:1
H -0.89493 2.73706 -0.00998 -0.646 -0.220 -1.034 0.236
S 1.40767 -1.59752 -1.31564 -0.910 -1.503 0.209 -0.165
H -0.71866 0.22419 -1.36016 -0.396 1.773 -0.942 0.324
C -0.12215 -1.32210 -0.31992 -1.236 0.058 0.628 -0.230
H -1.08748 -1.79431 -0.64473 1.446 -0.614 0.062 0.443
N -0.18989 2.25535 0.49633 -0.273 -0.251 -0.580 -0.374
S -0.01841 -1.63140 1.47730 -0.579 -2.351 -0.371 0.015
N -0.54545 0.09605 -0.39478 1.334 -1.089 1.248 -0.335
H 0.41376 2.93848 0.89549 0.727 -0.306 1.075 0.225
C -0.09488 0.92053 0.54746 -0.034 0.901 0.152 0.643
H 1.30327 -3.02054 -1.36944 -0.002 1.855 0.115 0.220
S 0.54715 0.19420 1.99807 0.570 1.747 -0.562 -0.001
```
Positions in Å, forces in eV/Å.

Calculated values
ΔE to the lowest compared entry with this formula, charge and spin	0.0000	eV
total charge	+1
HOMO level	-13.002	eV
maximum force	2.45	eV/A
lowest unoccupied orbital energy	-0.162	Eh
SMILES	[NH2+]=C1N[C@@H](S)SS1

Entry 2:
Below is a structure of composition C2H5N3 at a distorted geometry, with properties calculated with ωB97M-V/def2-TZVPD.

```
10
Properties=species:S:1:pos:R:3:forces:R:3:mulliken_charge:R:1
H -1.28847 1.05411 0.57457 0.028 -0.084 -0.077 0.262
N 0.22650 -1.56601 0.50112 -0.465 -0.425 -0.807 -0.517
H -0.56994 -1.73650 -0.47800 0.806 0.224 1.169 0.435
H 2.52083 0.40809 0.65844 -0.056 0.021 0.134 0.251
N -0.62120 -0.46145 -0.55548 0.049 0.609 -0.126 -0.029
N -1.62712 0.22791 0.09538 0.118 -0.131 0.042 -0.475
H 1.47095 1.48710 -0.43198 -0.064 -0.016 -0.033 0.265
C 0.68330 -0.38878 0.05154 -0.573 0.000 -0.252 0.387
H -2.39439 0.40442 -0.53840 0.141 -0.026 0.007 0.259
C 1.59954 0.57109 0.12280 0.016 -0.172 -0.058 -0.837
```
Positions in Å, forces in eV/Å.

Calculated values
ΔE to the lowest compared entry with this formula, charge and spin	5.0970	eV
HOMO level	-8.155	eV
maximum force	1.44	eV/A
lowest unoccupied orbital energy	0.033	Eh

Entry 3:
Below is the molecule C2H5N3O at a distorted geometry, with properties calculated with ωB97M-V/def2-TZVPD.

```
11
Properties=species:S:1:pos:R:3:forces:R:3:mulliken_charge:R:1
H 1.10780 -0.98790 1.70475 0.255 1.230 -1.231 0.283
H -0.15732 1.52503 -1.03280 -0.084 -0.809 0.919 0.374
H -1.22625 -1.61786 -0.52128 0.993 0.798 0.400 0.404
H -2.06150 0.46042 -2.12560 0.791 0.156 0.590 0.221
N -0.06951 -0.28073 0.14941 3.259 0.427 1.691 0.142
N 1.64204 1.04768 1.07327 -0.503 -1.944 0.980 -0.613
H 2.17536 1.05206 1.97965 -0.255 -0.099 -1.433 0.254
C 1.04870 -0.10252 0.97524 -0.415 1.241 1.732 0.090
C -0.55683 0.52089 -0.77078 -3.116 1.173 -3.430 0.041
N -1.56144 -0.04725 -1.38639 0.216 1.042 -0.454 -0.693
O -0.34104 -1.56983 -0.04546 -1.141 -3.214 0.235 -0.502
```
Positions in Å, forces in eV/Å.

Calculated values
ΔE to the lowest compared entry with this formula, charge and spin	3.6536	eV
HOMO level	-8.809	eV
maximum force	4.78	eV/A
lowest unoccupied orbital energy	0.033	Eh
SMILES	[H]/N=C/N(O)/C=N/[H]

Entry 4:
Below is the molecule C2H5N3O at a distorted geometry, with properties calculated with ωB97M-V/def2-TZVPD.

```
11
Properties=species:S:1:pos:R:3:forces:R:3:mulliken_charge:R:1
N -2.21583 0.01265 0.00051 2.382 3.863 -1.240 -0.337
H -2.40768 -1.79689 0.47722 0.651 0.906 -0.837 0.339
C -1.25857 0.92716 -0.13584 1.241 -4.899 3.001 -0.072
O -1.73092 -1.23724 0.01377 -0.332 -2.349 1.212 -0.276
C 2.11738 -0.57402 -0.06311 -3.838 1.294 0.347 -0.385
N 0.79914 -0.40546 0.17493 4.757 -0.649 -1.335 -0.214
H -1.53790 1.90893 -0.14003 -0.852 2.412 -0.241 0.361
H 2.41763 -1.57588 -0.33369 -0.025 -0.114 0.476 0.247
H 0.67698 1.67012 -0.16439 0.437 -1.238 0.523 0.292
H 2.86714 0.23620 -0.15253 -0.619 -0.224 0.086 0.243
N 0.27264 0.83442 0.32315 -3.804 0.998 -1.992 -0.198
```
Positions in Å, forces in eV/Å.

Calculated values
ΔE to the lowest compared entry with this formula, charge and spin	5.5756	eV
HOMO level	-8.662	eV
maximum force	5.88	eV/A
lowest unoccupied orbital energy	0.027	Eh
SMILES	C=NN/C=N\O

Entry 5:
Below is the molecule C2H5N3O at a distorted geometry, with properties calculated with ωB97M-V/def2-TZVPD.

```
11
Properties=species:S:1:pos:R:3:forces:R:3:mulliken_charge:R:1
O 1.81588 -0.79918 0.37991 -1.777 3.130 -0.879 -0.685
H 0.01630 1.76188 -0.45489 4.435 -0.365 0.516 0.283
H 0.09609 -1.80092 -0.13954 -1.269 3.076 -0.734 0.307
C -2.04739 0.44872 0.42487 2.346 -0.862 -2.003 -0.309
N 1.06854 1.34361 -0.25255 -9.932 -3.283 -1.688 -0.394
H -3.19974 0.85838 0.59345 3.434 -1.554 -0.941 0.245
N -0.25294 -0.75099 -0.29632 2.034 -2.877 -0.105 0.131
N -1.56716 -0.58239 -0.35644 -4.101 3.538 3.219 -0.573
H -1.06364 1.01537 0.78547 -3.039 -0.475 0.381 0.144
H 1.85870 1.78302 -0.06018 3.935 2.436 1.107 0.199
C 0.88508 0.00196 0.00406 3.935 -2.766 1.125 0.653
```
Positions in Å, forces in eV/Å.

Calculated values
ΔE to the lowest compared entry with this formula, charge and spin	4.3170	eV
HOMO level	-9.067	eV
maximum force	10.60	eV/A
lowest unoccupied orbital energy	0.012	Eh
SMILES	C=NNC(N)=O

Entry 6:
Below is the molecule C2H5N3O, with properties calculated with ωB97M-V/def2-TZVPD.

```
11
Properties=species:S:1:pos:R:3:forces:R:3:mulliken_charge:R:1
H 0.94585 -1.79370 1.45407 -0.140 0.099 -0.003 0.205
H -1.09621 2.61879 -0.22176 -0.329 0.005 0.035 0.255
O 1.18024 -0.14207 -1.21992 -0.031 -0.177 0.267 -0.581
H -1.11732 -0.67722 0.82098 0.233 0.071 -0.059 0.297
N -0.97933 1.72040 0.24149 -0.166 -0.115 -0.282 -0.595
H -1.31906 0.85748 -1.64366 0.041 0.025 0.087 0.354
N -0.78108 -0.55886 -0.13098 0.166 0.108 0.167 -0.406
N 1.31852 -1.10698 0.82271 0.120 -0.112 -0.079 -0.406
C -1.09515 0.77336 -0.58142 -0.040 0.398 0.077 0.005
C 0.62565 -0.61313 -0.24503 0.189 -0.088 -0.191 0.634
H 2.31789 -1.07807 0.70354 -0.043 -0.215 -0.020 0.238
```
Positions in Å, forces in eV/Å.

Calculated values
ΔE to the lowest compared entry with this formula, charge and spin	0.7614	eV
HOMO level	-10.285	eV
maximum force	0.41	eV/A
lowest unoccupied orbital energy	0.034	Eh
SMILES	[H]/N=C/NC(N)=O

Entry 7:
Below is a structure of composition C2H5N3O, with properties calculated with ωB97M-V/def2-TZVPD.

```
11
Properties=species:S:1:pos:R:3:forces:R:3:mulliken_charge:R:1
O 0.15642 -0.85511 -1.09047 -0.089 -0.062 0.105 -0.446
N -1.73803 -0.39187 0.26464 0.183 -0.027 0.120 -0.456
H -2.13579 0.25084 0.93462 0.074 -0.056 -0.118 0.245
H 0.10328 1.80132 0.21058 -0.010 -0.062 -0.092 0.303
H 1.63719 -0.98837 0.94674 -0.077 0.101 0.052 0.213
H -1.88471 -1.36813 0.48174 0.038 0.121 -0.043 0.259
N 1.16889 -0.08876 0.80288 0.242 -0.182 -0.068 -0.792
C 1.16726 0.22071 -0.54514 0.636 0.185 -0.078 0.203
H 2.01848 0.34052 -1.21793 -0.097 -0.013 0.108 0.441
N 0.01106 1.17097 -0.58760 -0.117 -0.029 0.181 -0.536
C -0.50404 -0.09212 -0.20006 -0.784 0.023 -0.167 0.564
```
Positions in Å, forces in eV/Å.

Calculated values
ΔE to the lowest compared entry with this formula, charge and spin	4.2160	eV
HOMO level	-8.604	eV
maximum force	0.80	eV/A
lowest unoccupied orbital energy	0.032	Eh

Entry 8:
Below is the molecule C2H5N3O, with properties calculated with ωB97M-V/def2-TZVPD.

```
11
Properties=species:S:1:pos:R:3:forces:R:3:mulliken_charge:R:1
H -0.72017 -1.56626 -2.01717 0.054 0.188 0.098 0.193
O -0.12088 1.96115 0.87002 0.216 -0.535 0.184 -0.492
H -1.29574 -0.24409 -2.93802 0.267 -0.193 -0.426 0.282
N 0.08068 -0.09685 -0.16296 -0.046 0.209 -0.142 -0.096
H 0.09976 -1.09634 0.05975 -0.002 0.227 -0.072 0.265
C 0.19316 0.79756 0.92186 -0.011 0.364 0.079 0.475
N -0.67637 -0.56408 -2.21596 -0.322 0.117 0.146 -0.266
H 1.29205 -0.58891 1.96551 -0.030 0.008 0.005 0.229
H 0.87082 0.83245 2.79458 -0.036 -0.146 -0.041 0.261
N 0.63683 0.17011 2.06798 0.129 0.198 0.140 -0.460
C -0.36014 0.39525 -1.34560 -0.219 -0.437 0.027 -0.390
```
Positions in Å, forces in eV/Å.

Calculated values
ΔE to the lowest compared entry with this formula, charge and spin	1.4073	eV
HOMO level	-8.628	eV
maximum force	0.61	eV/A
lowest unoccupied orbital energy	0.028	Eh

Entry 9:
Below is the molecule C2H5N3O at a distorted geometry, with properties calculated with ωB97M-V/def2-TZVPD.

```
11
Properties=species:S:1:pos:R:3:forces:R:3:mulliken_charge:R:1
N -0.12567 -0.32622 -0.04793 -1.965 1.375 -2.338 0.041
H -0.06828 2.38084 -0.37955 -1.541 -2.399 -2.268 0.254
N -0.64897 1.77999 -1.13812 0.691 2.398 1.835 -0.623
O -0.02658 -1.64870 -0.50296 -1.047 0.063 0.710 -0.413
H -1.44579 0.01323 -1.78507 0.975 0.282 1.128 0.286
H -0.95579 -1.96374 -0.39883 1.041 -0.122 0.003 0.363
C -0.79141 0.54079 -1.02284 1.249 -0.736 0.471 0.196
C 0.67178 0.13328 0.96629 0.772 1.450 -0.490 0.161
H 0.85751 1.26895 0.97949 -0.837 -1.793 0.026 0.083
N 1.31657 -0.56847 1.77200 0.731 -2.233 0.514 -0.605
H 1.21664 -1.60998 1.55754 -0.067 1.715 0.410 0.258
```
Positions in Å, forces in eV/Å.

Calculated values
ΔE to the lowest compared entry with this formula, charge and spin	3.9019	eV
HOMO level	-9.367	eV
maximum force	3.64	eV/A
lowest unoccupied orbital energy	0.019	Eh
SMILES	[H]/N=C\N(O)/C=N\[H]

Entry 10:
Below is the molecule C2H5N3O, with properties calculated with ωB97M-V/def2-TZVPD.

```
11
Properties=species:S:1:pos:R:3:forces:R:3:mulliken_charge:R:1
N -1.96224 0.00763 -0.39214 -0.065 -0.048 -0.025 -0.364
H 0.30669 0.00880 1.59143 -0.041 0.012 -0.060 0.288
N 2.39083 0.58542 0.49964 -0.241 -0.049 -0.289 -0.634
H -2.00560 1.00455 -0.26612 0.029 -0.138 0.011 0.233
H 3.14758 0.70946 -0.16869 -0.086 -0.026 0.062 0.257
C -0.89792 -0.68796 0.07759 -0.042 -0.206 -0.085 0.461
N 0.11389 0.19367 0.61141 0.148 -0.091 0.129 -0.312
C 1.30135 0.33079 -0.09913 0.130 0.047 0.058 0.110
H 1.17199 0.23311 -1.18383 0.051 0.027 0.133 0.293
H -2.77207 -0.49195 -0.72719 0.191 0.041 0.033 0.232
O -0.79448 -1.89352 0.05703 -0.075 0.430 0.033 -0.564
```
Positions in Å, forces in eV/Å.

Calculated values
ΔE to the lowest compared entry with this formula, charge and spin	0.4389	eV
HOMO level	-9.619	eV
maximum force	0.44	eV/A
lowest unoccupied orbital energy	0.030	Eh
SMILES	[H]/N=C/NC(N)=O

In the order shown, the computed electronic energy values come out to -1383.008388, -243.274642, -318.616216, -318.545587, -318.591836, -318.722505, -318.595551, -318.698767, -318.607092, -318.734354 Ha.